[1]
{"formula": "C35H64Cl2F2I2N6O4", "method": "ωB97M-V/def2-TZVPD", "orbital_gap_ev": 8.85, "lumo_ev": 0.18, "e_homo_ev": -8.665, "charge": 0, "smiles": "CCN[C@@](CCCI)(O[C@@H](N)[C@@H](I)CC)[C@](N)(O[C@](F)(CCCC(=O)OCC)[C@H](Cl)[C@@H](C)Cl)[C@H](C)F.CCCC#N.CCCC#N.CCCC#N", "elements": ["I", "I", "Cl", "Cl", "F", "F", "O", "O", "O", "O", "N", "N", "N", "N", "N", "N", "C", "C", "C", "C", "C", "C", "C", "C", "C", "C", "C", "C", "C", "C", "C", "C", "C", "C", "C", "C", "C", "C", "C", "C", "C", "C", "C", "C", "C", "C", "C", "C", "C", "C", "C", "H", "H", "H", "H", "H", "H", "H", "H", "H", "H", "H", "H", "H", "H", "H", "H", "H", "H", "H", "H", "H", "H", "H", "H", "H", "H", "H", "H", "H", "H", "H", "H", "H", "H", "H", "H", "H", "H", "H", "H", "H", "H", "H", "H", "H", "H", "H", "H", "H", "H", "H", "H", "H", "H", "H", "H", "H", "H", "H", "H", "H", "H", "H", "H"], "coordinates": [[0.947, -6.168, 1.067], [-5.581, -0.158, 1.217], [0.297, 0.464, -4.088], [1.298, 3.722, -4.534], [1.537, 1.074, -0.781], [-2.336, -2.755, -1.740], [1.226, 5.516, 2.612], [-2.241, -1.467, 0.853], [3.358, 4.700, 2.513], [-0.826, 0.487, -0.922], [-2.756, 0.580, 2.138], [-0.053, -0.682, 1.562], [0.503, -1.522, -1.605], [-1.420, -6.651, 5.809], [6.593, 1.346, -4.302], [-3.689, 1.233, -4.188], [1.376, -0.962, 1.716], [0.216, 1.336, -1.292], [1.720, 2.624, -3.086], [2.229, 4.729, 1.950], [-0.862, -7.328, 5.022], [-0.730, 4.752, 4.091], [1.952, 3.969, 0.547], [-1.931, -1.399, -1.903], [0.628, 3.054, 0.760], [-5.810, -3.457, 2.443], [-4.369, -2.969, 1.892], [-2.830, 4.073, -6.481], [-3.877, 3.907, -4.166], [-0.554, -3.593, 2.233], [0.854, 4.791, 3.840], [-0.679, -0.929, -0.963], [6.694, 2.331, -3.647], [0.651, -4.636, 2.580], [-0.153, -8.190, 4.018], [-4.021, 4.430, -5.597], [-1.801, -10.098, 4.377], [-3.772, 2.410, -4.178], [1.942, 0.085, 2.844], [-0.387, -3.041, 0.706], [-2.629, -0.929, 2.118], [9.172, 4.011, -3.739], [7.767, 4.567, -3.529], [-1.144, -9.159, 3.370], [0.360, 1.757, -2.830], [-3.142, -0.329, -1.905], [2.992, 1.715, -3.433], [-4.173, -1.446, 2.341], [-0.811, -1.473, 0.582], [6.835, 3.579, -2.824], [-0.185, 2.764, -0.582], [1.653, -1.987, 2.154], [0.230, -2.466, -1.942], [0.886, 2.138, 1.380], [-4.400, -1.236, 3.438], [7.229, 3.315, -1.839], [9.163, 3.129, -4.386], [7.346, 4.844, -4.501], [-4.129, -0.827, -2.238], [-1.510, -4.220, 2.331], [-1.900, 4.472, -6.066], [-3.567, -3.581, 2.421], [-2.962, 4.491, -7.482], [3.181, 0.880, -2.662], [-1.318, 5.566, 3.555], [-1.188, 3.715, 3.879], [-2.081, -1.333, 3.034], [-1.050, -10.688, 4.910], [-6.106, -2.795, 3.335], [-2.499, 0.880, 1.176], [-2.984, 4.325, -3.692], [0.300, -7.549, 3.256], [-0.463, -2.769, 3.012], [-2.394, -9.548, 5.113], [-4.745, 4.198, -3.570], [1.802, 4.769, -0.250], [2.896, 3.344, 0.366], [-2.022, 0.995, 2.734], [3.920, 2.411, -3.384], [-1.302, 2.736, -0.295], [9.808, 4.758, -4.218], [-0.901, 4.922, 5.218], [0.649, -8.739, 4.520], [-5.710, -4.555, 2.732], [1.213, 3.703, 3.802], [1.631, -4.108, 2.831], [-4.130, 5.518, -5.569], [-1.045, -3.733, 0.091], [7.832, 5.482, -2.934], [1.295, -1.688, -0.976], [-4.332, -3.046, 0.750], [0.690, -3.234, 0.371], [-0.244, 0.323, 1.545], [-6.555, -3.283, 1.583], [-0.064, 3.699, 1.425], [2.966, 1.289, -4.490], [-3.357, 0.064, -0.844], [-0.496, 2.500, -3.048], [-1.501, -1.326, -2.974], [0.328, -5.167, 3.553], [2.275, -0.504, 3.779], [9.631, 3.734, -2.785], [2.050, -0.806, 0.812], [1.954, 3.318, -2.216], [-1.924, -8.596, 2.848], [5.848, 4.027, -2.685], [2.920, 0.546, 2.436], [1.318, 5.320, 4.748], [-2.917, 0.577, -2.586], [-0.064, 3.646, -1.291], [-0.619, -9.755, 2.618], [-2.477, -10.788, 3.866], [-2.721, 2.992, -6.593], [1.170, 0.875, 3.121], [-4.932, 4.027, -6.049]], "forces_ev_per_a": [[0.039, 0.666, 0.333], [0.306, -0.698, 0.467], [-0.257, 0.595, 0.677], [0.530, -0.587, 1.005], [-1.664, -0.767, -0.475], [0.494, 1.472, 0.344], [0.401, -2.676, -0.879], [1.094, 1.130, 1.489], [-4.146, -0.367, -2.462], [2.491, -0.042, -0.262], [2.072, -0.780, -0.470], [0.103, -1.059, -0.630], [-0.182, -0.015, 0.214], [1.610, -1.968, -2.369], [0.386, 3.701, 2.415], [-0.514, 4.008, -0.852], [1.915, 0.950, 1.641], [-0.106, 3.570, -0.044], [-0.105, -1.298, 0.063], [3.722, 0.808, 1.711], [-0.893, 1.492, 1.697], [-0.134, -0.196, 0.726], [-0.427, -0.057, 1.689], [-0.056, 1.986, -1.584], [-0.239, 1.435, 0.195], [0.670, 0.420, -0.772], [-1.056, 0.840, 1.050], [0.031, 0.017, -0.071], [-0.103, -0.799, -0.221], [1.293, -1.077, -0.773], [-0.894, -0.149, 1.294], [-1.381, -3.265, 0.333], [-0.408, -2.919, -1.658], [-1.088, 0.993, 1.796], [-0.626, 0.384, 0.489], [0.107, 0.056, -0.375], [-0.060, -0.072, -0.010], [0.173, -2.413, 0.196], [0.997, -0.884, -0.334], [0.069, -0.101, 0.926], [-3.121, 0.077, 0.608], [0.077, 0.021, -0.032], [0.305, 0.132, -0.164], [-0.238, -0.237, -0.010], [0.352, 1.146, -0.091], [-0.277, -0.398, 1.156], [0.878, 0.953, 0.136], [1.554, -0.522, -0.351], [-0.079, -1.188, -0.699], [-0.011, -0.525, -0.665], [-0.338, -0.391, 0.773], [-1.033, 1.307, -0.918], [0.128, 1.034, 0.131], [-0.250, 1.055, -1.091], [0.080, -0.468, -1.515], [-0.052, -0.099, -0.107], [-0.043, 0.028, 0.093], [-0.074, -0.023, 0.143], [1.741, 0.698, 0.242], [1.284, 1.330, -0.045], [-0.043, -0.059, -0.047], [-0.837, 0.781, -0.930], [0.040, -0.004, 0.091], [-0.651, 1.317, -1.200], [0.963, -1.104, 0.507], [0.725, 1.690, 0.013], [-0.334, 0.641, -1.444], [-0.077, 0.035, -0.018], [0.321, -1.252, -1.254], [-0.501, -0.140, 0.728], [-0.024, -0.135, -0.012], [-0.075, -0.084, 0.292], [-0.364, -1.055, -1.016], [0.099, -0.003, -0.027], [0.102, -0.168, 0.048], [0.114, -1.078, 0.959], [-1.435, 1.055, 0.115], [-0.392, -0.401, -0.245], [-1.534, -1.151, -0.144], [1.677, -0.200, -0.679], [-0.032, -0.055, 0.080], [0.266, -0.241, -1.705], [-0.088, 0.112, 0.078], [-0.559, 1.483, -0.360], [-0.238, 1.674, 0.053], [-1.215, -0.813, -0.787], [-0.053, -0.087, 0.128], [0.725, 1.392, 0.405], [-0.135, -0.090, 0.007], [-0.527, 0.427, -0.150], [0.282, 0.018, 1.789], [-1.486, 0.414, 0.530], [0.120, -0.646, -0.397], [0.891, -0.509, 1.585], [0.985, -1.015, -1.079], [-0.193, 0.566, 1.594], [0.421, -0.710, -1.622], [1.129, -1.572, 0.343], [-0.561, -0.395, 1.684], [0.629, 0.577, -1.623], [-0.817, 1.066, -1.317], [-0.012, 0.007, -0.087], [-1.111, -0.220, 0.744], [-0.457, -0.970, -1.186], [0.164, 0.031, -0.007], [0.014, -0.177, -0.015], [-1.710, -0.347, 0.701], [-0.367, -0.814, -1.559], [-0.143, -2.172, 1.463], [-0.029, -1.175, 0.869], [0.054, 0.161, 0.023], [0.083, 0.021, 0.051], [0.012, 0.067, 0.082], [1.118, -1.017, -0.317], [0.023, 0.052, 0.158]], "lowdin_charge": [0.82, 0.80, 0.67, 0.53, -0.01, -0.04, -0.09, -0.10, 0.06, -0.03, 0.00, 0.01, 0.10, 0.13, 0.14, 0.15, -0.24, -0.40, -0.66, -0.37, -0.22, -0.09, -0.06, -0.22, -0.15, -0.15, -0.29, -0.11, -0.18, -0.24, -0.22, -0.35, -0.22, -0.61, -0.21, -0.27, -0.11, -0.16, -0.08, -0.13, -0.41, -0.11, -0.27, -0.27, -0.59, -0.06, -0.16, -0.58, -0.32, -0.19, -0.07, 0.10, 0.11, 0.08, 0.09, 0.12, 0.07, 0.11, 0.10, 0.10, 0.07, 0.09, 0.07, 0.09, 0.08, 0.07, 0.15, 0.08, 0.07, 0.06, 0.11, -0.03, 0.11, 0.07, 0.12, 0.13, 0.13, 0.06, 0.06, 0.14, 0.07, 0.08, 0.12, 0.07, 0.12, 0.05, 0.11, 0.11, 0.11, 0.07, 0.11, 0.07, 0.08, 0.06, 0.12, 0.07, 0.02, 0.09, 0.12, 0.04, 0.08, 0.08, 0.10, 0.08, 0.11, 0.11, 0.08, 0.13, 0.02, 0.12, 0.11, 0.07, 0.07, 0.06, 0.11]}

[2]
{"formula": "C57H49N5OP2PtS2", "method": "ωB97M-V/def2-TZVPD", "orbital_gap_ev": [6.14, 6.14], "lumo_ev": [-5.69, -5.69], "e_homo_ev": [-11.828, -11.829], "e_above_lowest_kj_mol": 0.0, "charge": 2, "elements": ["Pt", "S", "S", "P", "P", "O", "N", "N", "N", "N", "N", "C", "C", "C", "C", "C", "C", "C", "C", "C", "C", "C", "C", "C", "C", "C", "C", "C", "C", "C", "C", "C", "C", "C", "C", "C", "C", "C", "C", "C", "C", "C", "C", "C", "C", "C", "C", "C", "C", "C", "C", "C", "C", "C", "C", "C", "C", "C", "C", "C", "C", "C", "C", "C", "C", "C", "C", "C", "H", "H", "H", "H", "H", "H", "H", "H", "H", "H", "H", "H", "H", "H", "H", "H", "H", "H", "H", "H", "H", "H", "H", "H", "H", "H", "H", "H", "H", "H", "H", "H", "H", "H", "H", "H", "H", "H", "H", "H", "H", "H", "H", "H", "H", "H", "H", "H", "H"], "coordinates": [[0.029, -0.182, 0.225], [-0.792, -1.523, 3.332], [1.265, -0.129, -2.492], [-1.485, 1.525, -0.347], [-1.013, -2.086, -0.267], [-2.706, -0.550, -1.879], [0.436, -0.788, 2.392], [1.682, -0.038, 4.268], [1.961, 0.778, 0.812], [0.532, -0.465, -5.006], [0.497, 1.731, -4.208], [-2.306, -1.625, -2.615], [-2.817, -3.961, 0.612], [2.819, 1.345, -0.035], [-4.187, 1.680, 0.398], [-3.303, 1.813, -4.569], [-1.022, 4.110, 0.701], [-2.366, -2.955, -4.560], [-2.778, -1.799, -3.912], [-3.586, 1.677, 3.114], [2.620, -3.887, -0.252], [-2.317, 2.942, -2.672], [-3.830, -0.751, -5.967], [4.626, 1.199, 1.513], [0.520, 3.297, -0.957], [0.032, 3.601, -5.622], [-3.991, -4.384, 1.203], [0.712, -0.251, 5.269], [-3.245, 0.590, -3.910], [-5.140, -1.026, -3.859], [-0.316, 5.301, 0.767], [-4.527, -2.110, 1.781], [-2.864, 2.975, -3.946], [-1.034, -3.633, -2.659], [-4.909, 1.726, 2.692], [0.940, 0.208, 6.554], [0.804, 5.491, -0.025], [0.224, -0.097, -6.273], [-1.227, -0.589, 7.217], [-1.428, -2.483, -1.981], [-0.592, 3.092, -0.145], [-5.207, 1.727, 1.337], [0.146, -1.165, -7.303], [3.744, 0.611, 2.406], [0.354, -3.181, 0.168], [1.447, -0.201, 2.940], [0.347, -3.928, 1.347], [0.182, 2.132, -5.423], [4.149, 1.579, 0.275], [-1.459, -1.029, 5.921], [-4.847, -3.459, 1.788], [-2.568, 1.626, 2.180], [-3.745, -0.746, -4.442], [-0.484, -0.873, 4.948], [-2.230, 1.730, -1.988], [1.504, -3.159, -0.627], [-1.508, -3.860, -3.943], [-2.732, 0.610, -2.618], [-3.345, -1.681, 1.195], [-2.863, 1.630, 0.816], [0.036, 1.239, -6.506], [2.602, -4.633, 0.917], [0.700, 0.428, -3.981], [1.466, -4.655, 1.712], [-2.483, -2.604, 0.620], [1.214, 4.492, -0.898], [2.425, 0.425, 2.027], [-0.028, 0.028, 7.532], [-0.373, -4.349, -2.196], [-2.727, -3.171, -5.555], [3.473, -5.205, 1.206], [-3.350, 1.680, 4.168], [4.096, 0.267, 3.367], [-5.767, -3.795, 2.243], [2.066, 4.651, -1.543], [-4.433, 1.687, -0.655], [-0.529, -3.952, 1.978], [-0.215, -0.758, -8.244], [-0.202, 1.594, -7.496], [-3.090, -0.629, 1.201], [-0.651, 6.085, 1.430], [-0.588, 3.834, -6.485], [-5.193, -1.387, 2.230], [-5.705, 1.768, 3.419], [0.159, 0.376, 8.536], [3.501, -3.875, -0.877], [1.449, -5.243, 2.618], [2.426, 1.595, -1.003], [-5.497, -1.998, -4.195], [-4.573, -0.034, -6.312], [-2.874, -0.500, -6.428], [-2.165, -4.688, 0.145], [2.456, 0.554, 4.529], [-1.985, -0.728, 7.973], [1.346, 6.423, 0.023], [-1.537, 1.571, 2.515], [-4.150, -1.725, -6.333], [-5.125, -1.026, -2.771], [0.796, 2.541, -1.678], [1.528, -2.575, -1.535], [1.022, 4.029, -5.792], [-1.950, 3.853, -2.221], [5.662, 1.343, 1.781], [-6.235, 1.769, 1.009], [-1.220, -4.761, -4.461], [-2.396, -1.507, 5.670], [0.667, -1.445, -4.775], [-3.707, 1.870, -5.568], [1.872, 0.700, 6.796], [-0.378, 4.057, -4.723], [1.133, -1.600, -7.471], [-1.906, 3.981, 1.309], [4.789, 2.042, -0.460], [-0.520, -1.960, -6.978], [-2.942, 3.919, -4.466], [-5.842, -0.264, -4.192], [-4.246, -5.433, 1.205]], "forces_ev_per_a": [[0.008, 0.354, 0.762], [0.028, -0.014, 0.040], [0.054, -0.369, -0.178], [0.409, 0.100, -0.272], [-0.333, -0.049, -0.214], [-0.139, 0.242, -0.007], [0.458, 0.038, 0.193], [0.169, -0.187, -0.180], [-0.139, 0.144, 0.153], [-0.128, -0.092, 0.046], [-0.031, 0.009, 0.072], [0.026, -0.270, -0.164], [0.013, 0.023, -0.029], [0.068, 0.062, -0.054], [0.019, 0.050, -0.035], [0.057, -0.131, 0.090], [-0.005, -0.109, 0.113], [0.067, 0.065, -0.070], [0.060, -0.038, 0.244], [0.040, 0.011, 0.005], [0.031, 0.001, -0.033], [-0.007, 0.013, -0.021], [0.022, -0.048, 0.050], [-0.032, 0.002, -0.047], [-0.075, 0.066, -0.110], [0.002, 0.096, -0.002], [-0.012, -0.029, 0.019], [-0.176, 0.007, 0.080], [0.026, 0.150, 0.155], [-0.051, -0.001, 0.020], [0.010, 0.016, 0.013], [0.035, -0.082, -0.037], [0.007, 0.008, 0.113], [-0.036, 0.060, -0.056], [-0.019, -0.005, -0.066], [-0.109, -0.055, -0.014], [0.018, -0.007, -0.026], [-0.031, 0.346, 0.034], [0.039, 0.022, -0.009], [0.033, -0.124, -0.100], [-0.138, 0.003, 0.008], [-0.022, 0.003, 0.083], [0.011, 0.047, -0.079], [-0.097, 0.031, -0.112], [0.011, 0.009, 0.108], [-0.313, 0.138, -0.046], [-0.059, -0.060, -0.071], [-0.106, 0.023, -0.242], [-0.018, 0.000, 0.030], [0.100, 0.043, -0.054], [-0.022, 0.099, 0.015], [0.037, -0.049, 0.018], [0.112, -0.029, -0.167], [-0.063, 0.045, 0.150], [0.033, 0.097, -0.119], [-0.031, -0.001, 0.045], [-0.010, 0.023, 0.050], [-0.134, -0.043, -0.014], [0.026, 0.101, 0.069], [0.109, -0.031, 0.058], [0.061, -0.246, 0.111], [0.041, -0.032, 0.022], [0.226, -0.007, 0.217], [-0.022, 0.006, 0.013], [-0.115, -0.146, -0.031], [0.028, 0.047, -0.002], [0.169, -0.032, -0.058], [-0.029, -0.028, -0.054], [0.087, -0.053, 0.062], [-0.011, -0.014, -0.081], [0.048, -0.030, 0.012], [0.011, -0.004, 0.064], [0.011, -0.036, 0.041], [-0.058, -0.014, 0.034], [0.051, 0.009, -0.030], [0.011, -0.006, -0.066], [-0.020, -0.013, -0.012], [0.001, -0.028, -0.005], [-0.009, 0.014, -0.045], [-0.034, -0.207, 0.006], [-0.027, 0.051, 0.037], [-0.027, 0.013, -0.015], [-0.042, 0.040, 0.022], [-0.065, 0.000, 0.053], [0.010, 0.023, 0.078], [0.048, 0.004, -0.025], [0.003, -0.032, 0.054], [0.022, 0.010, -0.083], [-0.028, -0.063, -0.028], [-0.033, 0.054, 0.004], [0.069, -0.002, -0.017], [0.037, -0.014, -0.034], [-0.117, -0.019, -0.064], [-0.032, -0.010, 0.040], [0.048, 0.077, 0.008], [0.017, -0.010, -0.019], [-0.006, -0.027, 0.002], [0.005, -0.005, 0.094], [0.029, -0.075, -0.116], [-0.015, 0.066, -0.113], [0.009, 0.015, -0.017], [0.014, 0.024, 0.035], [0.044, 0.012, 0.010], [-0.063, 0.002, -0.020], [0.026, -0.076, -0.061], [-0.093, -0.045, -0.034], [0.004, 0.148, -0.042], [-0.037, 0.001, -0.092], [0.078, 0.031, -0.001], [0.048, -0.012, -0.043], [0.017, -0.002, 0.002], [-0.032, 0.007, 0.026], [0.024, 0.016, -0.037], [-0.108, -0.136, 0.035], [-0.013, 0.053, -0.023], [-0.050, 0.049, -0.021], [-0.012, -0.072, -0.005]], "lowdin_charge": [0.73, 1.04, 0.71, 0.99, 0.93, -0.02, -0.32, 0.14, 0.00, 0.12, 0.12, -0.22, -0.08, -0.14, -0.06, 0.01, -0.06, 0.00, -0.08, -0.06, -0.05, -0.05, -0.02, -0.01, -0.14, -0.01, -0.05, -0.23, -0.08, 0.01, -0.06, -0.05, -0.06, -0.05, -0.06, -0.01, -0.06, -0.26, -0.06, -0.25, -0.36, -0.05, 0.01, 0.01, -0.37, -0.34, -0.11, -0.29, 0.00, -0.09, -0.05, -0.13, -0.41, -0.44, -0.26, -0.12, -0.05, -0.22, -0.11, -0.39, 0.04, -0.05, -0.76, -0.05, -0.37, -0.06, -0.19, -0.06, 0.11, 0.12, 0.12, 0.11, 0.12, 0.11, 0.11, 0.11, 0.07, 0.10, 0.13, 0.06, 0.11, 0.09, 0.11, 0.11, 0.12, 0.11, 0.12, 0.03, 0.10, 0.09, 0.08, 0.12, 0.14, 0.11, 0.11, 0.10, 0.09, 0.09, 0.05, 0.03, 0.10, 0.12, 0.13, 0.12, 0.11, 0.11, 0.15, 0.12, 0.12, 0.07, 0.11, 0.10, 0.12, 0.08, 0.12, 0.10, 0.12]}

no.,DFT total energy (eV)
1,-101138.5357
2,-112888.6984